Entry 1:
{
  "formula": "C31H40CrN8O",
  "method": "ωB97M-V/def2-TZVPD",
  "species": ["Cr", "N", "C", "O", "C", "C", "H", "H", "H", "H", "H", "H", "C", "C", "C", "C", "C", "C", "C", "N", "C", "N", "C", "C", "C", "C", "C", "C", "C", "N", "C", "C", "C", "C", "C", "C", "C", "H", "H", "H", "H", "H", "H", "H", "H", "H", "H", "H", "H", "H", "H", "H", "H", "H", "H", "H", "H", "H", "H", "C", "N", "C", "N", "C", "N", "C", "N", "C", "C", "H", "H", "H", "H", "H", "H", "H", "H", "H", "H", "H", "H"],
  "xyz": [[-0.3808, -0.0814, -1.5379], [-4.2341, 0.4512, -3.0923], [-3.0337, 0.0592, -2.6614], [-2.2644, 0.9458, -2.2009], [-2.7282, -1.3649, -2.8058], [-1.2558, -1.4154, -2.9243], [-4.4463, 1.4873, -3.0501], [-4.6438, -0.1436, -3.8290], [-3.3767, -1.8365, -3.6008], [-3.0290, -1.8416, -1.8518], [-0.9025, -0.7962, -3.7498], [-0.8695, -2.4463, -2.9329], [-1.9155, -2.8619, 4.3980], [-0.4806, -2.5141, 4.6383], [0.1510, -2.8669, 5.8630], [1.2159, -2.1602, 6.3760], [1.8723, -1.1711, 5.5777], [1.4281, -1.0365, 4.2524], [0.1268, -1.5248, 3.8951], [-0.5394, -0.9135, 2.7835], [-0.1301, -0.9041, 1.4659], [1.0270, -1.6092, 1.2766], [1.7303, -1.8685, 0.0667], [1.2999, -1.3095, -1.1680], [1.8082, -1.8600, -2.3095], [2.6505, -2.9518, -2.3240], [3.1858, -3.4630, -1.1268], [2.7665, -2.8724, 0.0704], [3.3103, -3.3467, 1.3883], [-0.8968, -0.3177, 0.5433], [-2.1676, 0.1922, 0.9955], [-3.2754, -0.6079, 0.8529], [-4.5394, -0.1057, 1.2203], [-4.6748, 1.1995, 1.6907], [-3.5277, 1.9710, 1.9944], [-2.2646, 1.4983, 1.5676], [-1.0200, 2.2891, 1.7295], [-2.3037, -2.3993, 3.5016], [-2.5342, -2.6053, 5.3030], [-2.0092, -3.9309, 4.2559], [-0.4077, -3.6473, 6.3681], [1.5378, -2.3599, 7.4227], [2.7131, -0.5266, 5.9396], [1.9880, -0.4563, 3.5373], [-1.4845, -0.6971, 3.0366], [1.4061, -2.0504, 2.0978], [1.6326, -1.4371, -3.2963], [2.8873, -3.3924, -3.2479], [3.8304, -4.3357, -1.0901], [4.2971, -3.8034, 1.3262], [2.5983, -4.1153, 1.8169], [3.4314, -2.5487, 2.1505], [-3.1707, -1.6878, 0.5451], [-5.3478, -0.7920, 1.2888], [-5.6515, 1.6396, 1.8793], [-3.6477, 3.0114, 2.2780], [-0.5423, 2.5674, 0.7990], [-0.2589, 1.7673, 2.3291], [-1.1838, 3.2456, 2.3393], [0.9177, 1.7453, -3.8207], [1.6743, 2.8526, -4.3584], [1.0391, 4.0653, -3.7657], [0.9959, 4.1614, -2.3124], [0.2222, 2.9768, -1.8850], [0.9143, 1.7056, -2.2875], [2.2739, 1.7981, -1.8083], [3.0369, 2.9162, -2.3596], [3.0287, 2.8199, -3.8116], [2.3940, 4.1488, -1.8798], [1.3365, 0.8261, -4.2151], [-0.1304, 1.7765, -4.1637], [0.0324, 4.1811, -4.1801], [1.6057, 4.9052, -4.2361], [-0.7425, 3.0595, -2.3677], [0.0201, 3.0798, -0.7563], [2.8180, 0.8735, -2.0532], [2.2553, 1.8424, -0.7082], [3.5787, 1.9051, -4.0313], [3.5800, 3.7223, -4.0874], [2.9491, 5.0354, -2.2043], [2.4440, 4.2552, -0.7694]],
  "e_above_lowest_ev": 0.048,
  "homo_ev": [-5.30, -6.81],
  "energy_ha": -2762.95048,
  "multiplicity": 5
}

=====

Entry 2:
{
  "formula": "C31H40F9O29P2",
  "method": "ωB97M-V/def2-TZVPD",
  "species": ["C", "C", "C", "O", "O", "C", "C", "P", "C", "C", "O", "F", "P", "O", "O", "H", "H", "H", "H", "H", "H", "H", "H", "H", "H", "H", "H", "H", "H", "H", "H", "C", "C", "O", "C", "O", "O", "F", "H", "H", "H", "C", "C", "O", "C", "O", "O", "F", "H", "H", "H", "C", "C", "O", "C", "O", "O", "F", "H", "H", "H", "C", "C", "O", "C", "O", "O", "F", "H", "H", "H", "C", "C", "O", "C", "O", "O", "F", "H", "H", "H", "C", "C", "O", "C", "O", "O", "F", "H", "H", "H", "C", "C", "O", "C", "O", "O", "F", "H", "H", "H", "C", "C", "O", "C", "O", "O", "F", "H", "H", "H"],
  "xyz": [[2.3227, -3.5603, -0.6537], [1.4904, -4.9195, -0.3283], [0.5863, -5.3004, -1.6115], [1.1753, -5.2621, -2.7219], [-0.7843, -5.6357, -1.4790], [-1.5399, -5.2442, -2.6619], [-3.0659, -5.7427, -2.4168], [-4.1273, -4.3866, -1.5866], [-5.1671, -2.9444, -0.7689], [-4.2935, -1.6343, -0.8800], [-3.1899, -1.4556, -0.3490], [-4.8312, -0.5547, -1.6573], [-4.8323, -5.6789, 0.0577], [-3.8045, -5.6169, 1.4361], [-5.1704, -7.2903, -0.4522], [1.7672, -2.9381, -1.4262], [3.3436, -3.8265, -1.0734], [2.4316, -3.0073, 0.3342], [0.8017, -4.7948, 0.5695], [2.2459, -5.7481, -0.1442], [-1.1527, -5.8760, -3.5332], [-1.4717, -4.1417, -2.9321], [-3.4909, -5.8958, -3.4806], [-2.9759, -6.7179, -1.8365], [-5.3145, -4.8065, -2.3357], [-3.8169, -3.5114, -2.7029], [-2.9275, -3.9673, -0.8642], [-5.4116, -3.1792, 0.3253], [-6.1443, -2.9024, -1.3513], [-4.1882, -6.1469, 2.1736], [-4.4132, -7.8972, -0.2704], [-1.2706, 0.7487, -1.1367], [-0.7029, 1.3392, -2.3874], [-1.1641, 2.6762, -2.3499], [-1.2927, 2.9801, -1.0284], [-1.4004, 4.0940, -0.6029], [-1.2765, 1.8644, -0.2508], [-1.2143, 0.7370, -3.4871], [-2.2915, 0.3839, -1.2672], [-0.6574, -0.0624, -0.7430], [0.3903, 1.3288, -2.4354], [0.8170, 6.3834, -0.2844], [1.5469, 6.3131, 1.0172], [2.8108, 6.8690, 0.7119], [2.5814, 7.7543, -0.3008], [3.3539, 8.6027, -0.6383], [1.3623, 7.5588, -0.8745], [1.7256, 5.0266, 1.4076], [1.0210, 5.5250, -0.9292], [-0.2588, 6.4729, -0.1528], [1.0797, 6.8841, 1.8252], [2.0120, -6.2864, -5.8330], [0.7889, -6.4501, -6.6766], [1.1433, -7.5001, -7.5563], [2.0365, -8.2658, -6.8686], [2.3502, -9.3762, -7.1815], [2.5229, -7.6132, -5.7767], [0.5487, -5.3354, -7.4094], [2.7569, -5.6304, -6.2929], [1.7818, -5.9105, -4.8346], [-0.1096, -6.7259, -6.1175], [6.2442, -6.4307, -3.0137], [7.0898, -5.4318, -2.2884], [6.3083, -5.1103, -1.1561], [5.5697, -6.2259, -0.8948], [4.9967, -6.4264, 0.1331], [5.5712, -7.0883, -1.9492], [7.2612, -4.3091, -3.0279], [5.5091, -5.9608, -3.6730], [6.8387, -7.1351, -3.5969], [8.0627, -5.8147, -1.9667], [3.3058, 5.0966, 4.2982], [3.8120, 3.6927, 4.2065], [4.5797, 3.5511, 5.3862], [4.0067, 4.3869, 6.2958], [4.2109, 4.3398, 7.4737], [3.1669, 5.2791, 5.7017], [4.6294, 3.5384, 3.1387], [4.0173, 5.8287, 3.9061], [2.3510, 5.2286, 3.7892], [3.0272, 2.9313, 4.1844], [-0.9860, 10.4998, -2.7600], [-1.2812, 9.8216, -4.0606], [-0.8973, 8.4836, -3.8200], [-1.0820, 8.2860, -2.4849], [-1.1195, 7.2125, -1.9642], [-1.2259, 9.4647, -1.8168], [-0.5095, 10.3201, -5.0567], [0.0543, 10.8278, -2.6827], [-1.6380, 11.3552, -2.5785], [-2.3338, 9.8542, -4.3566], [2.7784, 3.2426, 10.0254], [1.3944, 3.1573, 10.5861], [1.3137, 1.8224, 11.0433], [2.5889, 1.4737, 11.3767], [2.8722, 0.5251, 12.0452], [3.4998, 2.3447, 10.8599], [0.4638, 3.3390, 9.6177], [2.8355, 2.9005, 8.9895], [3.1907, 4.2501, 10.0842], [1.2020, 3.8425, 11.4169], [-6.7817, 1.4724, 0.3042], [-5.9231, 2.4750, 1.0067], [-6.6958, 2.8234, 2.1387], [-7.4427, 1.7191, 2.4236], [-8.0113, 1.5427, 3.4598], [-7.4553, 0.8386, 1.3848], [-5.7463, 3.5838, 0.2468], [-7.5167, 1.9374, -0.3588], [-6.1970, 0.7530, -0.2704], [-4.9518, 2.0889, 1.3289]],
  "homo_ev": -3.74,
  "energy_ha": -4968.76377,
  "charge": -1
}